[1]
Density functional theory data (wB97M-V/def2-TZVPD) for a 2-piece molecular cluster, C6H9N2O3 overall in a non-equilibrium geometry.

```
20
C6H9N2O3, DFT wB97M-V/def2-TZVPD
C -2.122 1.193 -1.502
C -0.396 2.492 -0.534
C 1.004 0.152 0.851
C 0.097 -1.446 -0.796
C -0.790 1.461 -1.429
C -0.191 -0.580 0.351
N -3.248 1.003 -1.257
N -1.190 -0.563 1.081
O 0.669 3.096 -0.582
O -1.170 2.674 0.609
O 0.233 1.136 -2.358
H 0.839 0.336 1.911
H 1.088 1.142 0.447
H 1.866 -0.455 0.588
H 0.509 -2.352 -0.365
H 0.911 -0.816 -1.322
H -0.727 -1.752 -1.533
H -1.831 1.968 0.599
H -2.011 -1.162 1.066
H 0.902 1.787 -2.350
```

Results
orbital gap: 6.87 eV
LUMO: 3.6918 eV
net charge: -1
HOMO level: -0.11690 Eh
energy relative to the best compared isomer or geometry (same formula, charge and spin): 1.150 eV

***

[2]
Density functional theory data (wB97M-V/def2-TZVPD) for a single C5H7NO molecule.

```
14
C5H7NO, DFT wB97M-V/def2-TZVPD
C 0.732 1.173 1.295
N -0.125 0.205 0.595
C -1.623 0.620 0.183
C -1.744 -0.187 -0.908
C -0.528 -0.879 -1.337
C 0.440 -0.602 -0.455
O 1.756 -0.914 -0.332
H 1.145 1.890 0.585
H 1.546 0.650 1.803
H 0.094 1.692 2.011
H -0.594 -0.387 1.294
H -2.691 -0.308 -1.422
H -0.419 -1.515 -2.210
H 2.013 -1.438 -1.102
```

Results
orbital gap: 8.30 eV
LUMO: 0.4396 eV
net charge: 0
HOMO level: -0.28899 Eh
energy relative to the best compared isomer or geometry (same formula, charge and spin): 4.120 eV